Record 1
C19H13BrF3NO | the ωB97M-V functional and the def2-TZVPD basis

XYZ file:
```
38
Properties=species:S:1:pos:R:3:forces:R:3
N -0.217 -2.557 1.599 1.487 1.726 -2.031
C -0.089 -1.361 0.665 -0.511 -2.322 0.359
C -1.429 -0.796 0.158 -0.690 0.606 -0.114
C -1.236 0.607 -0.404 0.089 0.363 1.363
C -0.067 1.331 -0.015 -0.966 -1.210 -1.233
C 0.098 2.590 -0.573 -0.235 2.423 -2.002
C -0.865 3.197 -1.460 2.008 -0.456 1.325
C -2.016 2.508 -1.831 -0.798 -1.576 1.415
C -2.965 3.078 -2.716 0.748 0.181 0.557
C -4.046 2.399 -3.168 -0.325 0.720 -1.586
Br -5.010 3.283 -4.657 0.300 -0.763 1.080
C -4.333 1.088 -2.758 3.013 -0.181 2.290
C -3.470 0.540 -1.765 0.704 3.236 -1.030
C -2.260 1.205 -1.231 -0.278 0.265 -1.658
O 1.048 0.825 0.667 -1.683 -0.333 0.185
C 0.845 -0.434 1.379 1.001 0.634 -1.760
C 2.217 -1.079 1.591 1.492 -1.162 -1.817
C 2.580 -1.852 2.698 0.582 0.159 0.690
C 3.890 -2.315 2.981 1.190 0.762 -1.466
F 4.148 -2.844 4.201 -0.152 0.182 -0.917
C 4.925 -2.116 1.999 -1.049 -0.673 0.494
F 6.291 -2.454 2.218 -3.179 0.716 -0.554
C 4.464 -1.636 0.737 1.074 0.318 0.262
C 3.193 -1.130 0.498 -1.661 1.126 2.726
F 2.857 -0.448 -0.632 0.949 -1.117 0.412
H -1.005 -3.071 1.340 -1.446 -0.971 -0.043
H -0.230 -2.246 2.533 -0.555 0.167 1.266
H 0.507 -1.729 -0.129 0.175 -0.397 -1.396
H -2.180 -0.806 1.005 0.698 0.128 -0.785
H -1.919 -1.333 -0.707 0.876 -0.280 1.149
H 1.085 3.085 -0.462 -0.881 -0.235 0.214
H -0.721 4.194 -1.924 0.321 -0.762 0.566
H -2.697 4.090 -2.974 -0.474 0.130 -0.585
H -5.024 0.419 -3.187 -1.106 -0.166 -0.398
H -3.775 -0.350 -1.369 -0.471 -2.505 0.854
H 0.357 -0.249 2.273 -0.524 0.882 2.339
H 1.864 -2.129 3.471 0.044 0.471 -0.053
H 5.185 -1.505 -0.053 0.233 -0.085 -0.118
```
Positions in Å, forces in eV/Å.

Results
Energy relative to the best compared isomer or geometry (same formula, charge and spin) (kcal per mole): 46.95
2S+1: 1
HOMO energy (eV): -8.2255
Structure (SMILES): N[C@H]1Cc2c(ccc3cc(Br)ccc23)O[C@@H]1c1cc(F)c(F)cc1F
HOMO-LUMO gap (eV): 8.1
Electronic energy (eV): -101644.13609
Molar mass (Da): 408.22

Record 2
C19H13BrN4O4S | the ωB97M-V functional and the def2-TZVPD basis

XYZ file:
```
42
Properties=species:S:1:pos:R:3:forces:R:3
O 4.890 -0.164 -1.428 -0.151 0.508 -0.592
C 4.106 -0.762 -2.119 -1.768 -0.668 2.763
O 4.486 -1.664 -2.993 0.075 -0.368 -1.003
C 2.590 -0.778 -1.816 -1.121 1.445 -2.556
C 1.824 -2.079 -1.521 -0.329 3.145 5.361
S 2.752 -2.757 -0.049 -0.873 -0.634 0.951
C 2.027 -1.749 1.259 0.417 -1.491 -2.072
N 2.411 -1.524 2.453 4.343 -2.505 0.327
N 1.639 -0.633 3.078 2.109 -1.308 1.230
C 0.765 -0.381 2.249 -5.846 3.286 -1.881
C -0.174 0.707 2.646 -2.256 1.503 -0.867
C -1.192 1.198 1.733 0.206 0.710 0.188
C -2.024 2.340 1.974 1.899 -2.173 2.848
C -1.812 2.880 3.295 -2.190 -1.280 -4.474
C -0.853 2.523 4.190 -0.005 -1.161 -2.130
C -0.078 1.389 3.930 -1.000 1.798 -1.554
O -0.851 3.468 5.187 0.185 0.009 0.398
C -2.010 4.262 4.948 -0.809 1.845 0.423
O -2.635 3.791 3.782 -0.684 1.190 0.354
N 0.867 -1.110 1.014 -0.844 2.074 0.818
N -0.009 -1.065 -0.056 0.589 -2.185 -2.959
C 0.308 -1.681 -1.238 2.145 2.117 3.763
C -0.655 -1.631 -2.352 -0.183 0.335 0.564
C -0.331 -1.901 -3.716 -3.848 1.431 2.250
C -1.409 -1.703 -4.605 1.098 -0.050 0.410
C -2.672 -1.158 -4.250 1.121 -2.126 -1.280
Br -3.901 -0.850 -5.702 0.356 -0.062 0.877
C -2.984 -1.140 -2.906 -0.259 2.049 -0.149
C -1.970 -1.232 -1.986 1.268 -1.359 -1.868
H 5.438 -1.587 -2.894 0.825 -0.467 -0.485
H 2.435 0.088 -1.117 -0.268 -1.168 -0.548
H 2.014 -0.645 -2.779 0.974 1.416 0.400
H 1.837 -2.725 -2.284 0.540 -2.650 -2.666
H -1.391 0.779 0.731 0.693 -0.293 0.874
H -2.867 2.462 1.291 0.335 0.720 0.552
H 0.632 1.467 4.677 2.266 -1.805 1.063
H -2.703 4.151 5.779 -0.007 -0.118 0.235
H -1.893 5.387 4.759 0.926 -1.463 0.579
H 0.608 -2.137 -4.108 1.258 -0.637 -0.249
H -1.070 -2.090 -5.546 -0.962 0.635 -1.086
H -3.901 -0.724 -2.505 -0.321 -0.329 -0.466
H -2.247 -1.023 -1.005 0.093 0.083 1.655
```
Positions in Å, forces in eV/Å.

Results
Energy relative to the best compared isomer or geometry (same formula, charge and spin) (kcal per mole): 0.00
2S+1: 1
HOMO energy (eV): -7.7814
Structure (SMILES): O=C(O)C[C@H]1Sc2nnc(-c3ccc4c(c3)OCO4)n2N=C1c1ccc(Br)cc1
HOMO-LUMO gap (eV): 6.7
Electronic energy (eV): -114936.41485
Molar mass (Da): 473.31